[1]
The following is a DFT calculation (ωB97M-V with the def2-TZVPD basis set) of an isolated molecule of C4H5NO2.

Cartesian coordinates (Å):
1 O -1.766 2.514 -0.568
2 O -1.528 0.901 0.977
3 N -0.425 0.594 -0.909
4 C -0.503 0.009 1.190
5 C 1.298 -1.179 -0.171
6 C 0.150 -0.248 0.055
7 C -1.317 1.446 -0.250
8 H -0.404 0.445 -1.907
9 H 1.872 -0.945 -1.072
10 H 1.976 -1.132 0.685
11 H -0.286 -0.176 2.226
12 H 0.941 -2.210 -0.249

Calculated values
- Kohn-Sham gap: 9.3002 eV
- LUMO level: 0.02619 hartree
- Strongest force on any atom: 0.0173 hartree/bohr
- Relative energy (zero: lowest compared OMol25 entry of this formula, charge and spin): 10.0 kcal per mole
- HOMO: -8.587 eV
- Spin multiplicity: 1
- SMILES string: Cc1coc(=O)[nH]1

[2]
The following is a DFT calculation (ωB97M-V with the def2-TZVPD basis set) of a cluster of 2 separate species, C4H7N4 in total.

Cartesian coordinates (Å):
1 N -2.475 2.126 0.096
2 N -0.837 0.650 -0.973
3 N 3.354 -3.956 1.812
4 N 1.361 -0.835 -0.826
5 C -1.401 1.367 0.029
6 C 3.317 -3.167 0.844
7 C 2.143 -1.492 -0.310
8 C 3.272 -2.095 0.117
9 H -3.299 2.238 -0.584
10 H -1.308 0.485 -1.792
11 H 4.194 -1.666 -0.075
12 H 3.407 -4.948 1.771
13 H -2.631 2.651 0.905
14 H 0.122 0.176 -0.988
15 H -0.712 1.353 0.890

Calculated values
- Kohn-Sham gap: 9.8258 eV
- LUMO level: -0.11254 hartree
- Net charge: +1
- Strongest force on any atom: 0.1294 hartree/bohr
- Relative energy (zero: lowest compared OMol25 entry of this formula, charge and spin): 35.7 kcal per mole
- HOMO: -12.888 eV
- Spin multiplicity: 1

[3]
The following is a DFT calculation (ωB97M-V with the def2-TZVPD basis set) of a structure of composition C4H9N2O5PbS2.

Cartesian coordinates (Å):
1 Pb -0.793 2.189 2.472
2 S 0.899 -0.018 -1.977
3 S -1.809 0.338 -1.163
4 O 1.896 0.609 -2.942
5 O -1.968 -1.154 -1.167
6 O -3.069 0.905 -1.803
7 O 0.695 -1.437 -2.482
8 O 2.661 -2.146 0.090
9 N -0.497 0.972 -2.038
10 N 1.698 -0.082 -0.440
11 C 1.373 1.049 0.465
12 C -1.876 1.009 0.615
13 C 0.443 -2.005 1.083
14 C 1.641 -1.412 0.211
15 H -0.515 -1.419 0.878
16 H 0.282 -3.106 0.806
17 H 2.386 1.476 0.833
18 H 0.844 0.679 1.447
19 H -2.930 1.464 0.793
20 H 0.694 -1.924 2.210
21 H -1.134 1.901 0.726
22 H -1.746 0.188 1.409
23 H 0.827 1.927 -0.025

Calculated values
- Kohn-Sham gap: 3.6530 eV
- LUMO level: -0.33058 hartree
- Net charge: +1
- Strongest force on any atom: 0.1766 hartree/bohr
- Relative energy (zero: lowest compared OMol25 entry of this formula, charge and spin): 0.0 kcal per mole
- HOMO: -12.649 eV
- Spin multiplicity: 1

[4]
The following is a DFT calculation (ωB97M-V with the def2-TZVPD basis set) of a cluster of 11 separate species, C48H63N5O28S in total.

Cartesian coordinates (Å):
1 S 5.214 0.735 1.690
2 O -2.881 -4.043 -6.697
3 O 0.381 -6.385 -3.969
4 O 7.393 -0.261 -3.034
5 O 5.789 0.999 -3.356
6 O 0.617 1.648 -2.744
7 O 0.296 4.583 2.568
8 O -1.785 -4.154 5.354
9 O -1.220 -1.507 1.071
10 O -5.212 6.462 -1.714
11 O -0.031 1.721 -4.846
12 O 5.599 -8.115 1.976
13 O 0.323 -3.630 5.467
14 O -4.490 4.455 -1.344
15 O 1.236 3.653 0.857
16 O -2.806 -0.119 0.464
17 O -5.071 7.330 2.520
18 O 5.312 1.578 0.469
19 O -0.018 2.376 2.343
20 O 4.864 -0.693 1.491
21 O -7.055 7.378 1.985
22 O -1.176 -2.117 4.630
23 O 1.258 -4.797 -2.523
24 O -0.195 3.564 -3.586
25 O -0.741 0.276 -0.234
26 O 4.148 1.491 2.725
27 O -0.912 -4.933 -3.052
28 O -4.024 -4.718 -5.003
29 O 3.581 -8.813 2.435
30 N 6.276 0.017 -2.814
31 N -3.497 -3.845 -5.620
32 N 4.402 -7.873 2.150
33 N -6.091 6.751 2.232
34 N -4.296 5.623 -1.530
35 C -4.156 -0.921 -3.284
36 C 5.394 -1.075 -2.266
37 C -0.815 4.324 -4.649
38 C 1.441 -2.734 5.632
39 C -2.787 -1.458 -5.701
40 C -1.928 5.532 -0.991
41 C -3.453 0.869 -0.339
42 C -7.271 3.358 1.114
43 C -3.109 -3.986 4.842
44 C 3.938 -6.444 2.250
45 C 4.160 -0.760 -1.634
46 C 5.787 -2.432 -2.345
47 C 0.140 -2.069 1.195
48 C -3.544 -2.494 -5.090
49 C 1.801 2.634 0.095
50 C -0.597 7.512 -0.995
51 C -1.694 8.265 -1.378
52 C 3.744 0.742 3.894
53 C 3.801 -3.079 -1.240
54 C -2.707 -0.179 -5.156
55 C -4.134 -2.168 -3.840
56 C 2.293 0.286 3.819
57 C 0.165 2.254 -3.763
58 C -6.366 2.586 1.768
59 C 2.622 -6.126 2.506
60 C 2.271 -4.746 2.691
61 C -6.247 5.286 2.122
62 C -0.791 4.861 3.618
63 C 0.322 -5.362 -3.092
64 C -7.218 4.712 1.330
65 C 3.212 -3.765 2.551
66 C -5.481 3.058 2.725
67 C -0.877 -3.205 5.054
68 C 1.647 -6.950 -4.316
69 C -2.973 6.256 -1.405
70 C 4.963 -3.430 -1.973
71 C 3.423 -1.773 -1.086
72 C 4.887 -5.422 1.917
73 C -1.502 -0.341 0.449
74 C -1.318 -3.851 -2.217
75 C -0.693 6.178 -0.696
76 C -5.368 4.427 2.894
77 C -3.417 0.032 -3.994
78 C 0.452 3.420 1.942
79 C 0.900 0.262 -2.825
80 C -2.872 7.655 -1.683
81 C 6.759 0.872 2.656
82 C 4.558 -4.128 2.163
83 H 2.565 -1.457 -0.512
84 H -4.709 -2.912 -3.309
85 H -3.417 -4.616 4.008
86 H -1.968 4.454 -0.937
87 H 5.889 -5.627 1.569
88 H 1.945 -0.084 4.783
89 H -3.270 1.940 -0.250
90 H 1.464 -0.162 -3.656
91 H -0.300 4.352 -5.609
92 H -7.899 2.949 0.336
93 H 3.855 0.275 -1.679
94 H 3.203 -3.789 -0.688
95 H 5.289 -3.333 2.169
96 H -1.808 4.795 3.232
97 H 2.891 -2.764 2.799
98 H 2.526 3.119 -0.559
99 H 2.240 -6.131 -4.721
100 H -3.337 -2.928 4.707
101 H 1.249 -1.859 6.253
102 H 0.169 5.668 -0.290
103 H 0.345 8.030 -0.891
104 H 2.330 1.889 0.689
105 H 1.341 -0.022 -1.869
106 H -6.310 1.517 1.626
107 H -2.226 -1.615 -6.610
108 H 1.705 -7.731 -5.074
109 H 1.989 -0.423 3.049
110 H 4.069 -0.298 3.857
111 H 6.452 1.781 3.175
112 H -3.422 1.043 -3.614
113 H 1.650 -2.402 4.615
114 H 1.734 1.209 3.661
115 H -1.895 -3.142 -2.811
116 H 7.091 -0.046 3.141
117 H -7.800 5.221 0.576
118 H 7.595 1.104 1.998
119 H 2.343 -3.063 6.148
120 H -4.674 -0.645 -2.378
121 H -4.810 2.323 3.145
122 H -0.671 5.843 4.075
123 H -3.769 -4.512 5.532
124 H 2.072 -7.554 -3.514
125 H -2.132 0.625 -5.592
126 H -1.848 4.027 -4.829
127 H -1.895 -4.199 -1.360
128 H 0.670 -1.977 2.143
129 H 1.030 2.131 -0.489
130 H -3.707 8.307 -1.892
131 H 3.979 1.211 4.849
132 H -1.571 9.321 -1.569
133 H -0.071 -0.226 -2.912
134 H -4.539 0.824 -0.268
135 H -4.674 4.710 3.671
136 H 5.308 -4.451 -2.043
137 H 0.079 -3.112 0.886
138 H -0.786 4.071 4.369
139 H 1.216 -4.517 2.708
140 H -3.138 0.798 -1.380
141 H -0.545 -3.217 -1.785
142 H 1.816 -6.842 2.571
143 H -0.952 5.388 -4.458
144 H 0.815 -1.643 0.452
145 H 6.675 -2.743 -2.875

Calculated values
- Kohn-Sham gap (spin up / spin down): 1.5931 / 5.5168 eV
- LUMO level (spin up / spin down): 0.01263 / 0.01263 hartree
- Net charge: -1
- Strongest force on any atom: 0.1093 hartree/bohr
- HOMO (spin up / spin down): -1.249 / -5.173 eV
- Spin multiplicity: 2
- <S²>: 0.769

[5]
The following is a DFT calculation (ωB97M-V with the def2-TZVPD basis set) of a structure of composition C62H54As2N4OSSc.

Cartesian coordinates (Å):
1 As 2.896 0.566 -0.640
2 As 0.029 0.695 -2.653
3 Sc 0.576 0.893 1.015
4 S 1.829 -1.782 1.481
5 O 2.708 1.179 1.123
6 N -1.579 1.734 -1.881
7 N -2.361 -0.839 0.411
8 N -0.190 2.621 1.480
9 N -0.320 0.250 2.690
10 C 2.522 4.534 6.090
11 C 0.756 2.252 3.667
12 C 1.153 2.248 -2.199
13 C -3.145 -4.698 5.495
14 C -2.177 -2.834 3.655
15 C 1.198 2.868 4.940
16 C 0.931 -0.148 4.546
17 C 0.591 0.821 3.576
18 C -2.504 -1.655 1.549
19 C 2.355 -5.201 -1.514
20 C 3.089 -3.059 -0.659
21 C -0.626 0.967 -4.457
22 C -3.722 -3.438 5.412
23 C 0.648 2.487 6.166
24 C 0.155 -1.267 4.295
25 C -3.238 -2.513 4.502
26 C -2.079 -5.019 4.671
27 C 4.836 0.621 -0.915
28 C 3.459 -1.672 2.263
29 C -4.685 2.869 -0.226
30 C 3.539 2.206 1.670
31 C -7.177 -0.021 -2.823
32 C 2.080 -3.090 0.294
33 C -6.031 2.951 0.098
34 C -2.336 0.532 -1.722
35 C -3.778 2.345 0.687
36 C -3.665 -0.052 -1.458
37 C -2.317 2.242 0.450
38 C -1.662 1.281 -0.511
39 C 1.344 -5.211 -0.554
40 C 1.032 3.123 7.334
41 C 0.635 3.466 -2.636
42 C -1.517 2.988 1.246
43 C -3.794 -2.291 1.387
44 C 1.975 4.142 7.302
45 C -6.489 2.492 1.324
46 C 3.077 3.409 -1.333
47 C 0.106 3.070 2.746
48 C -6.120 -0.176 -1.945
49 C -5.677 0.799 -4.497
50 C -0.618 -1.009 3.143
51 C 2.370 2.219 -1.513
52 C 2.129 3.906 4.917
53 C -4.414 -1.808 0.286
54 C -1.880 3.997 2.234
55 C 3.221 -4.114 -1.552
56 C -4.810 0.125 -2.336
57 C -6.965 0.464 -4.107
58 C 2.568 4.611 -1.788
59 C -1.202 -0.534 -1.675
60 C -4.615 0.632 -3.626
61 C 1.416 -0.668 -3.168
62 C -1.185 -0.235 -0.191
63 C 2.504 -6.356 -2.464
64 C -5.590 1.967 2.242
65 C -1.707 -1.813 2.663
66 C -1.599 -4.093 3.753
67 C -4.242 1.907 1.932
68 C 1.203 -4.168 0.344
69 C -0.861 4.096 3.115
70 C 1.337 4.641 -2.430
71 C -3.548 -0.857 -0.348
72 H -1.092 0.035 -4.778
73 H -1.336 -1.574 -1.965
74 H -4.552 -3.178 6.056
75 H -1.367 1.763 -4.468
76 H 4.195 -1.239 1.587
77 H 2.546 4.218 3.967
78 H 4.013 -4.086 -2.291
79 H 1.630 0.001 5.353
80 H -5.938 1.619 3.207
81 H -0.335 3.482 -3.114
82 H -0.105 1.709 6.188
83 H -7.542 2.546 1.567
84 H 0.928 5.583 -2.770
85 H -3.529 1.508 2.644
86 H 5.339 0.024 -0.156
87 H -2.821 4.524 2.239
88 H -0.800 4.702 4.005
89 H -5.499 1.191 -5.491
90 H -6.313 -0.489 -0.930
91 H -4.200 -3.017 2.068
92 H 0.198 1.203 -5.127
93 H -3.611 0.892 -3.943
94 H -5.372 -2.114 -0.097
95 H 1.030 -1.201 -4.038
96 H 3.123 5.527 -1.633
97 H 1.560 -6.575 -2.963
98 H -6.730 3.369 -0.614
99 H 3.251 5.334 6.057
100 H -0.282 -0.594 0.364
101 H -8.179 -0.270 -2.496
102 H -7.795 0.588 -4.789
103 H 3.521 2.096 2.754
104 H 3.768 -2.666 2.573
105 H 4.569 2.100 1.328
106 H 3.260 -6.157 -3.220
107 H 0.418 -4.175 1.089
108 H 3.321 -1.029 3.130
109 H 5.252 1.624 -0.939
110 H -0.769 -4.356 3.107
111 H 4.032 3.404 -0.823
112 H 2.795 -7.253 -1.915
113 H 5.000 0.150 -1.886
114 H 0.134 -2.183 4.862
115 H 3.163 3.198 1.417
116 H 2.371 -0.211 -3.438
117 H 0.668 -6.057 -0.506
118 H -3.527 -5.424 6.201
119 H -3.685 -1.528 4.430
120 H 0.582 2.829 8.274
121 H 2.277 4.630 8.219
122 H -4.334 3.234 -1.183
123 H 3.779 -2.227 -0.705
124 H -1.621 -5.998 4.740
125 H 1.577 -1.396 -2.373

Calculated values
- Kohn-Sham gap: 5.0383 eV
- LUMO level: -0.10657 hartree
- Net charge: +1
- Strongest force on any atom: 0.0259 hartree/bohr
- HOMO: -7.938 eV
- Spin multiplicity: 1

[6]
The following is a DFT calculation (ωB97M-V with the def2-TZVPD basis set) of a structure of composition C40H53AsN3O2Si2Sn.

Cartesian coordinates (Å):
1 Sn -0.824 0.571 1.215
2 As 1.650 -0.752 -0.738
3 Si -2.997 2.903 1.420
4 Si -3.945 -0.190 2.116
5 O 1.888 -1.233 3.499
6 O -1.475 -1.667 0.555
7 N -0.565 1.078 3.379
8 N 0.209 -1.191 1.907
9 N 0.232 0.389 -0.804
10 C 0.277 1.137 4.425
11 C -0.010 -3.927 -3.020
12 C -0.209 -3.508 1.646
13 C 0.062 -2.678 -2.402
14 C 1.213 -2.402 -1.645
15 C 0.841 -6.232 -3.574
16 C -3.318 2.664 -0.394
17 C 2.205 -3.383 -1.443
18 C 4.560 2.113 -1.274
19 C -1.496 3.953 1.739
20 C 3.579 1.269 -0.764
21 C 3.671 -0.016 -2.838
22 C -1.553 1.745 5.818
23 C -1.870 1.311 3.484
24 C -0.571 -2.093 1.297
25 C 6.160 2.862 -3.082
26 C 1.088 -1.809 2.810
27 C 3.421 -3.145 -0.570
28 C 0.841 -3.317 2.755
29 C 3.292 -1.163 -3.747
30 C -4.236 -0.704 0.359
31 C 0.201 1.528 -1.639
32 C -0.212 3.649 -3.445
33 C 3.111 0.214 -1.569
34 C -0.306 2.761 -1.207
35 C 5.104 1.930 -2.538
36 C 4.656 0.853 -3.291
37 C -0.523 3.802 -2.101
38 C -2.669 1.209 2.189
39 C -3.270 -1.570 3.160
40 C 3.079 1.544 0.643
41 C 0.975 -4.896 -2.885
42 C -4.452 3.719 2.215
43 C -0.192 1.475 5.676
44 C -1.107 -1.739 -2.625
45 C -5.559 0.401 2.801
46 C 0.549 1.404 -2.996
47 C 0.332 2.445 -3.882
48 C 2.071 -4.608 -2.078
49 C -2.405 1.659 4.726
50 H -0.550 3.429 1.557
51 H 2.841 -5.361 -1.935
52 H -3.468 1.857 4.820
53 H -2.040 -2.288 -2.486
54 H 0.675 -6.102 -4.645
55 H 3.963 -2.013 -3.594
56 H 0.485 1.523 6.518
57 H 4.020 -4.050 -0.494
58 H -1.113 -0.901 -1.941
59 H 3.140 -2.844 0.441
60 H -2.208 -1.740 2.949
61 H -4.282 3.894 3.284
62 H 1.733 -6.844 -3.437
63 H -1.950 2.023 6.788
64 H 0.483 -3.632 3.734
65 H -3.260 3.616 -0.936
66 H -3.807 -2.505 2.960
67 H -1.098 -4.061 1.950
68 H -1.505 4.849 1.107
69 H 2.280 -1.521 -3.588
70 H 3.749 2.240 1.146
71 H -0.887 -4.145 -3.626
72 H -0.014 -6.786 -3.179
73 H 0.188 -3.993 0.750
74 H 4.066 -2.357 -0.968
75 H -5.368 3.132 2.106
76 H 1.314 0.889 4.235
77 H 4.915 2.935 -0.658
78 H 2.088 2.004 0.631
79 H 6.405 3.646 -2.367
80 H -3.338 -0.701 -0.247
81 H 0.926 0.456 -3.355
82 H -5.981 1.193 2.177
83 H 1.781 -3.833 2.571
84 H -0.383 4.461 -4.143
85 H -5.469 0.780 3.827
86 H -1.099 -1.357 -3.649
87 H -2.608 1.977 -0.860
88 H -6.274 -0.432 2.814
89 H 3.386 -0.861 -4.791
90 H 5.083 0.682 -4.278
91 H -4.636 -1.725 0.336
92 H -0.500 2.923 -0.158
93 H -4.618 4.693 1.738
94 H -1.480 4.279 2.786
95 H -4.325 2.253 -0.548
96 H -3.357 -1.348 4.230
97 H 7.076 2.317 -3.317
98 H 0.583 2.311 -4.928
99 H -4.975 -0.046 -0.116
100 H 5.819 3.337 -4.004
101 H 3.022 0.639 1.248
102 H -0.928 4.741 -1.739

Calculated values
- Kohn-Sham gap: 5.6487 eV
- LUMO level: -0.14388 hartree
- Net charge: +1
- Strongest force on any atom: 0.0612 hartree/bohr
- Relative energy (zero: lowest compared OMol25 entry of this formula, charge and spin): 0.4 kcal per mole
- HOMO: -9.564 eV
- Spin multiplicity: 1

[7]
The following is a DFT calculation (ωB97M-V with the def2-TZVPD basis set) of a cluster of 2 separate species, C6H10OS in total.

Cartesian coordinates (Å):
1 S 1.730 3.291 -0.725
2 O -0.386 -1.096 -0.582
3 C -1.345 -0.730 -1.367
4 C 1.697 -1.245 0.627
5 C -2.796 -1.069 -0.995
6 C 1.182 2.813 0.663
7 C 0.836 2.464 1.866
8 C 0.916 -0.925 -0.624
9 H -2.722 -2.064 -0.506
10 H 2.590 -0.530 0.985
11 H -0.217 2.658 2.039
12 H -1.098 -0.179 -2.169
13 H 1.046 -1.400 1.431
14 H 1.537 2.138 2.644
15 H 2.378 -2.110 0.489
16 H -3.391 -1.293 -1.974
17 H 1.246 -0.403 -1.496
18 H -3.203 -0.320 -0.304

Calculated values
- Kohn-Sham gap: 6.2301 eV
- LUMO level: -0.00306 hartree
- Strongest force on any atom: 0.0700 hartree/bohr
- Relative energy (zero: lowest compared OMol25 entry of this formula, charge and spin): 140.3 kcal per mole
- HOMO: -6.313 eV
- Spin multiplicity: 1